{"formula": "C28H46NO12P2", "method": "ωB97M-V/def2-TZVPD", "charge": 1, "e_tot_ha": -2734.76584, "e_lumo_ev": -4.914, "homo_ev": -11.9, "elements": ["O", "C", "O", "C", "C", "N", "C", "C", "C", "C", "O", "O", "C", "C", "C", "C", "C", "C", "C", "C", "C", "H", "H", "H", "H", "H", "H", "H", "H", "H", "H", "H", "H", "H", "H", "H", "H", "O", "P", "O", "C", "C", "O", "C", "C", "O", "C", "C", "H", "H", "H", "H", "H", "H", "H", "H", "H", "H", "H", "H", "H", "H", "H", "O", "P", "O", "C", "C", "O", "C", "C", "O", "C", "C", "H", "H", "H", "H", "H", "H", "H", "H", "H", "H", "H", "H", "H", "H", "H"], "coordinates": [[2.510, -3.491, 0.078], [1.690, -3.322, -0.772], [0.379, -3.064, -0.437], [1.988, -3.396, -2.264], [3.048, -2.385, -2.722], [2.893, -1.035, -2.155], [3.946, -0.361, -1.672], [3.808, 0.886, -1.120], [2.554, 1.485, -1.061], [2.434, 2.840, -0.404], [3.046, 3.018, 0.614], [1.694, 3.807, -0.981], [0.371, 3.960, -0.392], [-0.664, 3.314, -1.287], [-1.842, 2.785, -0.779], [-2.748, 2.168, -1.626], [-2.504, 2.051, -2.985], [-1.333, 2.603, -3.493], [-0.417, 3.218, -2.654], [1.471, 0.788, -1.596], [1.682, -0.455, -2.129], [0.153, -2.194, -0.788], [2.341, -4.393, -2.519], [1.068, -3.238, -2.827], [4.042, -2.789, -2.553], [2.947, -2.279, -3.803], [4.914, -0.837, -1.730], [4.652, 1.424, -0.712], [0.166, 5.025, -0.307], [0.360, 3.532, 0.610], [-2.046, 2.840, 0.284], [-3.662, 1.732, -1.242], [-3.194, 1.551, -3.648], [-1.128, 2.519, -4.552], [0.478, 3.619, -3.108], [0.470, 1.192, -1.584], [0.854, -1.022, -2.530], [1.367, 6.253, 3.907], [1.709, 5.413, 5.072], [1.137, 3.925, 4.795], [1.645, 3.186, 3.688], [3.014, 2.598, 3.991], [0.642, 5.901, 6.198], [0.000, 7.177, 6.134], [-1.445, 7.014, 5.719], [2.844, 5.022, 6.115], [2.988, 5.573, 7.441], [2.355, 4.641, 8.446], [1.682, 3.820, 2.797], [0.935, 2.380, 3.495], [3.759, 3.388, 4.106], [3.338, 1.938, 3.186], [2.991, 2.037, 4.925], [0.529, 7.853, 5.462], [0.052, 7.608, 7.137], [-1.515, 6.518, 4.750], [-1.943, 7.982, 5.656], [-1.977, 6.392, 6.440], [2.590, 6.582, 7.506], [4.059, 5.641, 7.632], [1.291, 4.515, 8.255], [2.489, 5.029, 9.456], [2.812, 3.652, 8.385], [-2.421, -4.510, -5.120], [-2.398, -5.541, -4.064], [-2.987, -6.913, -4.649], [-2.316, -7.572, -5.733], [-1.080, -8.314, -5.264], [-3.645, -5.106, -3.109], [-4.179, -3.783, -3.113], [-5.515, -3.760, -3.822], [-1.523, -6.141, -2.869], [-1.639, -5.756, -1.486], [-2.509, -6.745, -0.749], [-2.067, -6.847, -6.512], [-3.033, -8.274, -6.154], [-0.314, -7.616, -4.915], [-0.658, -8.906, -6.076], [-1.321, -8.974, -4.432], [-3.483, -3.075, -3.563], [-4.310, -3.492, -2.066], [-5.414, -4.117, -4.847], [-5.929, -2.751, -3.841], [-6.222, -4.418, -3.317], [-1.993, -4.733, -1.382], [-0.630, -5.787, -1.070], [-3.513, -6.777, -1.166], [-2.572, -6.480, 0.306], [-2.094, -7.750, -0.836]], "forces_ev_per_angstrom": [[0.01, -0.09, -0.39], [0.12, -0.06, 0.53], [0.51, 0.09, -0.03], [-0.44, 0.62, -0.05], [-0.16, -0.78, -0.80], [0.09, 0.25, 0.32], [0.53, -0.13, 0.09], [-0.28, 0.51, 0.23], [-0.08, -0.03, -0.62], [0.52, 0.66, 0.97], [-0.19, -0.28, -0.38], [-0.17, -0.80, -0.02], [-0.53, 0.08, -0.20], [0.36, 0.00, -0.13], [0.13, 0.03, 0.13], [-0.48, -0.41, -0.15], [0.43, 0.29, 0.08], [-0.13, -0.30, -0.12], [-0.26, 0.12, -0.39], [0.12, 0.20, 0.21], [-0.47, -0.25, 0.01], [-0.44, -0.12, -0.12], [0.05, -0.03, 0.11], [-0.04, -0.12, 0.02], [0.12, 0.45, 0.43], [0.07, 0.02, -0.01], [-0.06, -0.17, -0.02], [0.15, -0.18, -0.03], [0.29, 0.07, 0.01], [0.05, 0.05, 0.04], [-0.02, 0.01, 0.02], [0.02, 0.10, 0.20], [-0.11, 0.00, 0.07], [0.05, 0.10, -0.02], [0.11, 0.09, 0.24], [-0.01, 0.03, -0.07], [0.10, -0.05, -0.18], [2.70, 0.10, -0.47], [-4.89, -0.80, 2.35], [0.65, 0.23, -0.19], [0.18, -0.27, -0.19], [0.04, 0.12, 0.04], [0.51, -0.08, -0.01], [-0.32, 0.13, 0.03], [-0.08, -0.15, -0.04], [1.02, 0.62, -1.54], [0.40, 0.17, 0.41], [-0.20, -0.22, -0.11], [0.01, 0.06, 0.06], [-0.10, 0.07, 0.13], [0.01, -0.02, -0.05], [-0.02, 0.02, -0.02], [-0.06, -0.04, -0.02], [0.03, -0.12, -0.11], [0.05, -0.10, 0.03], [0.08, 0.09, -0.06], [0.02, 0.01, 0.02], [0.00, 0.05, 0.04], [-0.18, -0.04, -0.16], [0.02, -0.03, -0.20], [-0.02, 0.14, -0.01], [0.05, 0.02, -0.01], [0.10, 0.04, 0.05], [2.83, -0.01, 0.17], [-5.40, -0.75, 1.22], [0.85, 0.23, 0.00], [0.14, -0.26, -0.29], [0.04, 0.14, 0.15], [0.51, -0.11, 0.07], [-0.33, 0.12, 0.01], [-0.07, -0.12, -0.08], [1.38, 0.75, -1.23], [0.32, 0.06, 0.49], [-0.20, -0.19, -0.17], [-0.06, 0.06, 0.05], [-0.11, 0.07, 0.09], [0.02, -0.02, -0.04], [-0.03, 0.01, -0.02], [-0.04, -0.05, -0.04], [0.04, -0.11, -0.13], [0.03, -0.10, 0.02], [0.09, 0.08, -0.03], [0.01, 0.00, 0.02], [0.00, 0.04, 0.04], [-0.14, -0.02, -0.15], [0.05, -0.01, -0.18], [-0.02, 0.14, 0.00], [0.05, 0.02, 0.00], [0.09, 0.03, 0.07]], "mulliken_charge": [-0.51, 0.46, -0.47, -0.41, -0.77, 0.17, -0.24, -0.76, 1.38, -0.07, -0.46, -0.31, -0.48, 0.33, -0.43, -0.64, -0.62, -0.48, -0.13, -0.26, -1.08, 0.35, 0.48, 0.36, 0.41, 0.27, 0.40, 0.56, 0.38, 0.23, 0.45, 0.41, 0.46, 0.43, 0.41, 0.18, 0.99, -0.78, 1.12, -0.42, -0.18, -1.13, -0.29, -0.29, -1.17, -0.31, -0.17, -1.08, 0.19, 0.32, 0.26, 0.35, 0.35, 0.36, 0.34, 0.27, 0.38, 0.29, 0.26, 0.35, 0.27, 0.40, 0.29, -0.77, 1.04, -0.34, -0.37, -0.94, -0.33, -0.24, -1.24, -0.23, 0.15, -1.32, 0.30, 0.31, 0.22, 0.41, 0.26, 0.33, 0.35, 0.29, 0.38, 0.29, 0.21, 0.21, 0.31, 0.41, 0.31]}

{"formula": "C2H8NOS", "method": "ωB97M-V/def2-TZVPD", "charge": -1, "e_tot_ha": -609.19347, "e_lumo_ev": 4.275, "e_above_lowest_kcal_mol": 19.1, "homo_ev": -3.0, "elements": ["C", "C", "S", "N", "H", "H", "H", "H", "H", "H", "H", "H", "O"], "coordinates": [[-1.492, -0.755, 1.421], [0.033, -0.786, 0.752], [0.495, 0.891, 0.105], [-2.420, -0.293, 0.452], [-1.452, -0.122, 2.291], [-1.873, -1.764, 1.672], [-0.045, -1.705, 0.100], [0.753, -1.032, 1.600], [-2.371, -0.707, -0.483], [-1.966, 0.551, 0.261], [3.054, 0.118, -1.595], [1.673, 0.158, -2.004], [2.501, 0.194, -2.465]], "forces_ev_per_angstrom": [[2.28, -2.38, -1.31], [-1.23, -0.61, 2.27], [-0.23, -1.15, -0.13], [-1.63, 0.56, -0.42], [-0.29, 0.36, 0.28], [0.84, 0.08, 0.51], [0.53, 1.16, -0.03], [-0.76, 0.06, -1.00], [0.33, -0.74, 0.68], [0.21, 2.52, -0.88], [-1.11, 0.34, -2.46], [-1.65, 0.32, 0.43], [2.72, -0.52, 2.08]], "mulliken_charge": [-0.53, -0.64, -0.69, -0.68, 0.29, 0.32, 0.29, 0.22, 0.25, 0.25, 0.33, 0.26, -0.67]}

{"formula": "C27H77N7O9", "method": "ωB97M-V/def2-TZVPD", "smiles": "COC[C@H](C)N.COC[C@H](C)N.COC[C@H](C)N.COC[C@H](C)N.COC[C@H](C)N.NC(N)=O.CCO.CCO.CCO", "charge": 0, "e_tot_ha": -2135.08973, "e_lumo_ev": 0.439, "e_above_lowest_kcal_mol": 0.0, "homo_ev": -9.0, "elements": ["C", "O", "C", "C", "C", "N", "H", "H", "H", "H", "H", "H", "H", "H", "H", "H", "H", "C", "O", "C", "C", "C", "N", "H", "H", "H", "H", "H", "H", "H", "H", "H", "H", "H", "C", "O", "C", "C", "C", "N", "H", "H", "H", "H", "H", "H", "H", "H", "H", "H", "H", "C", "O", "C", "C", "C", "N", "H", "H", "H", "H", "H", "H", "H", "H", "H", "H", "H", "C", "O", "C", "C", "C", "N", "H", "H", "H", "H", "H", "H", "H", "H", "H", "H", "H", "N", "C", "N", "O", "H", "H", "H", "H", "C", "C", "O", "H", "H", "H", "H", "H", "H", "C", "C", "O", "H", "H", "H", "H", "H", "H", "C", "C", "O", "H", "H", "H", "H", "H", "H"], "coordinates": [[-28.660, -31.668, 14.849], [-29.712, -31.539, 13.821], [-30.226, -30.248, 13.767], [-31.298, -30.076, 12.731], [-32.158, -28.739, 12.737], [-32.324, -31.077, 12.882], [-29.044, -31.443, 15.844], [-27.897, -30.900, 14.721], [-28.237, -32.671, 14.790], [-30.609, -29.854, 14.709], [-29.483, -29.540, 13.401], [-30.749, -30.094, 11.789], [-32.495, -28.492, 11.730], [-31.516, -27.911, 13.037], [-33.072, -28.791, 13.328], [-31.858, -31.936, 13.135], [-32.755, -30.913, 13.781], [-26.692, -28.616, 9.500], [-25.556, -27.900, 9.967], [-25.396, -26.449, 9.694], [-24.716, -25.662, 10.879], [-24.681, -24.131, 10.699], [-23.308, -25.945, 10.979], [-27.350, -28.731, 10.362], [-26.484, -29.661, 9.268], [-27.152, -28.201, 8.603], [-24.882, -26.527, 8.736], [-26.390, -26.085, 9.435], [-25.161, -25.912, 11.842], [-24.470, -23.794, 11.714], [-25.625, -23.622, 10.505], [-23.955, -23.865, 9.930], [-23.086, -25.587, 11.897], [-23.112, -26.935, 10.970], [-31.220, -24.891, 7.449], [-31.852, -25.726, 8.427], [-32.835, -24.981, 9.195], [-34.217, -25.033, 8.432], [-35.157, -24.070, 9.107], [-34.760, -26.322, 8.678], [-30.842, -23.951, 7.851], [-31.889, -24.850, 6.590], [-30.306, -25.423, 7.182], [-32.952, -25.543, 10.122], [-32.516, -23.959, 9.402], [-34.072, -24.878, 7.363], [-36.067, -23.818, 8.562], [-34.658, -23.112, 9.249], [-35.484, -24.373, 10.102], [-34.045, -26.963, 8.365], [-35.414, -26.578, 7.952], [-30.121, -17.908, 12.040], [-30.301, -19.293, 11.867], [-29.671, -19.932, 10.753], [-29.983, -21.396, 10.650], [-29.059, -22.310, 9.875], [-31.420, -21.688, 10.306], [-30.851, -17.514, 12.747], [-30.462, -17.345, 11.171], [-29.093, -17.616, 12.258], [-29.970, -19.434, 9.831], [-28.606, -19.938, 10.984], [-30.089, -21.607, 11.715], [-27.985, -22.203, 10.033], [-29.231, -22.295, 8.799], [-29.276, -23.371, 10.000], [-31.372, -21.567, 9.304], [-32.024, -20.940, 10.612], [-27.299, -19.607, 16.297], [-27.872, -20.866, 16.307], [-29.204, -20.854, 15.704], [-29.861, -22.160, 15.904], [-29.578, -23.285, 14.968], [-31.318, -21.937, 16.036], [-27.631, -19.127, 17.218], [-27.697, -19.030, 15.462], [-26.210, -19.632, 16.319], [-29.753, -20.079, 16.239], [-29.249, -20.482, 14.681], [-29.669, -22.494, 16.924], [-28.707, -23.875, 15.251], [-29.620, -22.859, 13.965], [-30.350, -24.043, 15.100], [-31.689, -21.466, 15.224], [-31.832, -22.806, 16.022], [-29.895, -26.645, 10.530], [-29.385, -26.212, 11.639], [-30.144, -25.385, 12.268], [-28.366, -26.706, 12.154], [-30.773, -26.317, 10.154], [-29.611, -27.577, 10.265], [-29.806, -25.183, 13.198], [-30.449, -24.710, 11.581], [-30.180, -29.843, 8.877], [-30.348, -31.249, 8.360], [-30.880, -31.249, 7.126], [-29.802, -29.155, 8.120], [-29.509, -29.843, 9.736], [-31.121, -29.455, 9.267], [-31.062, -31.769, 8.999], [-29.318, -31.595, 8.450], [-31.132, -32.171, 7.036], [-25.805, -25.579, 15.121], [-25.318, -26.938, 14.625], [-26.412, -27.806, 14.329], [-26.728, -25.248, 14.644], [-25.104, -24.792, 14.841], [-25.895, -25.773, 16.190], [-24.839, -27.529, 15.406], [-24.543, -26.721, 13.890], [-26.297, -28.264, 13.493], [-31.062, -26.780, 15.993], [-30.760, -25.989, 17.325], [-30.195, -27.025, 18.131], [-31.594, -26.034, 15.403], [-31.816, -27.542, 16.192], [-30.177, -27.150, 15.477], [-31.665, -25.688, 17.852], [-30.164, -25.114, 17.062], [-29.816, -26.699, 18.951]], "forces_ev_per_angstrom": [[-0.94, 0.68, -0.84], [0.98, -0.71, 1.16], [0.29, 2.19, -0.11], [-1.78, 0.89, -0.11], [1.74, -0.13, -0.20], [-0.09, -1.57, -0.13], [-0.44, -0.38, 0.08], [0.23, -0.08, -0.50], [-0.19, 0.17, -0.07], [0.08, -0.32, 0.62], [0.76, 0.21, 0.51], [-0.54, -0.54, -0.47], [0.10, -0.28, -0.15], [-0.19, 0.27, 0.26], [0.34, -0.17, 0.37], [0.26, -0.70, -0.60], [-0.56, 0.59, 0.14], [0.09, 0.22, 0.82], [0.85, 0.37, 0.50], [-0.87, -1.71, 0.08], [-0.71, -0.21, -1.83], [-1.27, -0.29, 0.39], [0.87, -0.60, 0.00], [-0.74, 0.54, -0.21], [0.89, 0.05, -0.23], [-0.21, 0.35, 0.15], [0.79, 1.05, 0.17], [-0.14, 0.47, 0.48], [-0.96, -0.13, -0.33], [0.78, 0.52, -0.21], [-0.32, -0.35, -0.34], [0.08, 0.11, 0.39], [0.80, -0.16, 0.11], [-0.06, -0.23, 0.16], [0.36, -1.51, 0.25], [-0.02, 1.28, 0.76], [-0.79, -0.91, -1.53], [0.70, 0.83, 1.71], [-0.17, 1.81, -0.03], [0.13, -2.40, -0.75], [-0.65, 0.33, 0.03], [0.25, 0.68, -0.14], [-0.09, -0.16, -0.35], [-0.15, 0.13, 0.16], [0.16, 0.02, -0.07], [0.14, 0.63, -0.06], [-0.03, -0.35, -0.29], [0.06, 0.27, -0.02], [0.28, -0.47, -0.08], [0.70, -0.62, 0.52], [-0.97, 0.45, 0.02], [-0.59, 0.38, -0.97], [-0.75, -1.03, 0.22], [0.88, 0.76, -0.06], [-2.52, -0.35, 2.41], [-0.02, -0.54, -0.55], [1.23, -0.02, -1.36], [0.40, -0.58, 0.73], [0.39, -0.08, -0.72], [0.04, -0.10, 0.24], [0.44, 0.41, -0.22], [0.45, 0.63, -0.63], [1.18, -0.80, 0.40], [-0.14, 0.34, 0.22], [0.02, 0.89, -0.30], [-0.16, -0.06, 0.86], [-0.79, -0.18, -0.65], [0.01, 0.22, 0.43], [-0.46, 0.82, 0.62], [-0.97, -1.62, -1.56], [1.21, 1.30, 1.23], [-1.79, -1.07, 1.97], [0.07, -0.49, -0.09], [-0.49, 0.70, -0.52], [0.10, 0.60, 0.14], [0.43, 0.27, -0.22], [-0.07, -0.26, -0.28], [-0.38, -0.09, 0.35], [0.65, -0.34, -0.54], [0.82, 0.06, 0.09], [0.67, 0.55, -0.59], [0.40, -0.60, -0.35], [-0.40, 0.17, -0.29], [0.00, 0.40, -0.30], [0.20, -0.34, 0.26], [-0.72, -1.71, -3.99], [3.82, -3.85, 1.99], [-2.10, 3.32, 1.82], [-0.29, 0.20, -0.44], [0.07, -0.17, 0.02], [0.17, 0.35, -0.36], [-0.09, 0.90, -0.33], [-0.78, 0.94, 1.09], [-0.68, 0.69, 0.68], [1.03, 1.31, 2.98], [-0.73, -0.59, -2.66], [0.08, -0.11, -0.10], [0.24, -0.04, -0.04], [-0.19, 0.22, -0.23], [0.55, -0.33, 0.70], [0.01, -1.15, -0.39], [-0.32, 0.03, -0.91], [0.11, -0.66, 0.11], [-0.08, -0.39, 0.34], [-0.05, 0.25, -0.61], [-0.25, -0.52, 0.17], [0.34, -0.05, 0.60], [-0.39, 1.14, 0.10], [0.65, 0.72, 0.38], [-0.35, -0.77, -0.86], [0.00, 0.25, -0.21], [-1.04, 1.88, 1.13], [-0.44, -2.42, -1.00], [0.83, 0.33, 0.20], [0.09, -0.10, -0.72], [0.39, -0.29, 0.04], [-0.04, 0.04, 0.24], [-0.28, 0.39, -0.48], [0.56, -0.12, 0.53], [-0.03, 0.25, 0.05]], "mulliken_charge": [-0.62, -0.44, -0.74, 1.41, -0.89, -0.81, 0.31, 0.19, 0.28, 0.37, 0.24, -0.62, 0.21, -0.03, 0.46, 0.35, 0.31, -0.49, -0.46, -0.76, 1.72, -1.19, -0.80, -0.01, 0.41, 0.38, 0.41, 0.25, -0.68, 0.39, 0.00, 0.37, 0.29, 0.29, -0.85, -0.14, -0.42, 0.66, -1.50, -0.76, 0.24, 0.29, 0.27, 0.41, -0.09, 0.32, 0.38, 0.31, 0.36, 0.23, 0.26, -0.88, -0.28, -1.01, 0.74, -0.96, -0.55, 0.28, 0.38, 0.31, 0.36, 0.38, -0.12, 0.31, 0.34, 0.14, 0.25, 0.25, -0.68, -0.36, -0.79, 0.74, -0.30, -0.81, 0.26, 0.26, 0.25, 0.47, 0.14, 0.25, 0.27, 0.00, -0.15, 0.26, 0.24, 0.40, 0.84, -0.09, -0.56, -0.11, -0.43, -0.08, 0.04, -0.53, -0.63, -0.50, 0.45, 0.00, 0.26, 0.33, 0.25, 0.36, -0.63, -0.28, -0.45, -0.09, 0.29, 0.38, 0.34, 0.16, 0.23, -1.02, -0.21, -0.54, 0.43, 0.47, 0.13, 0.28, 0.17, 0.30]}

{"formula": "CHF3NO", "method": "ωB97M-V/def2-TZVPD", "smiles": "[O-]NC(F)(F)F", "charge": -1, "e_tot_ha": -468.25865, "e_lumo_ev": 4.487, "e_above_lowest_kcal_mol": 11.5, "homo_ev": -1.9, "elements": ["O", "N", "C", "F", "F", "F", "H"], "coordinates": [[-0.872, 0.294, 1.630], [0.200, 0.614, 0.790], [-0.039, -0.149, -0.497], [-0.827, 0.651, -1.447], [1.142, -0.291, -1.089], [-0.622, -1.306, -0.555], [1.016, 0.188, 1.167]], "forces_ev_per_angstrom": [[-0.21, 0.34, 0.57], [-2.61, -1.48, -2.84], [0.11, 4.11, 0.45], [1.15, -0.98, 1.67], [1.22, -0.12, -0.89], [-0.79, -1.18, 0.77], [1.14, -0.68, 0.27]], "mulliken_charge": [-0.79, -0.31, 0.77, -0.33, -0.29, -0.22, 0.17]}